No. 1
Computed, not measured: 21 unconnected molecules or ions with the total composition H41O21 at a distorted geometry, with wB97M-V/def2-TZVPD.

Frontier orbital gap: 9.4427 eV
Calculated total energy: -43664.47091 eV
HOMO: -0.2704 Eh
LUMO energy: 2.1 eV
ΔE to the lowest compared entry with this formula, charge and spin: 376.51 kJ/mol
Net charge: -1

Each line ends with the Löwdin charge.
Atoms and positions in Å:
O  -2.396  2.404  -2.490  -0.079
H  -1.932  2.786  -1.725  -0.003
H  -1.756  1.677  -2.520  0.003
O  3.736  2.606  0.501  -0.070
H  -2.252  -0.208  3.858  0.052
H  3.956  1.970  1.204  0.059
O  -1.579  3.085  0.383  -0.148
H  -0.611  3.197  0.777  -0.035
H  -2.163  3.092  1.149  -0.030
O  1.935  0.978  1.588  -0.138
H  2.111  1.142  0.657  0.014
H  1.267  1.777  1.690  -0.016
O  -0.358  -4.887  -2.501  -0.082
H  -0.462  -3.956  -2.275  -0.006
H  0.006  -5.127  -1.622  0.025
O  -0.741  -3.525  1.442  -0.066
H  -1.097  -3.180  0.579  0.052
H  -1.575  -3.811  1.841  0.046
O  0.446  0.734  -1.183  -0.058
H  -0.233  0.417  -0.534  0.030
H  2.990  3.090  0.891  0.034
O  4.737  1.529  -1.958  -0.095
H  4.957  1.822  -1.030  0.034
H  3.848  1.914  -1.875  0.029
O  -0.520  0.044  1.202  -0.075
H  -1.070  0.037  2.014  0.030
H  0.174  0.660  1.514  0.008
O  0.608  3.077  1.452  -0.296
H  0.431  1.677  -0.986  0.060
H  1.027  3.931  1.586  0.034
O  -4.934  0.610  -0.368  -0.057
H  2.788  -0.681  -3.421  0.009
H  -5.050  0.766  -1.316  0.045
O  1.195  3.441  3.803  -0.178
H  1.794  2.700  3.960  -0.001
H  0.730  2.987  2.930  0.018
O  -2.590  -1.339  -0.922  -0.043
H  -2.562  -0.383  -1.101  0.028
H  -2.497  -1.732  -1.792  0.007
O  0.557  -1.595  -2.450  -0.061
H  0.330  -0.769  -1.947  0.012
H  -0.036  -1.638  -3.217  0.013
O  1.644  -2.023  0.247  -0.044
H  1.591  -1.763  -0.664  -0.001
H  1.170  -1.401  0.805  -0.005
O  3.465  -0.189  -3.900  -0.071
H  4.257  -0.229  -3.355  0.011
O  -3.085  2.340  2.608  -0.035
H  -2.251  1.935  2.346  0.026
H  -3.866  2.120  2.118  0.033
O  0.876  -2.158  3.447  -0.071
H  0.461  -1.959  2.598  -0.024
H  1.578  -1.485  3.505  0.039
O  -1.748  -0.995  -3.938  -0.041
H  -2.157  -1.473  -4.660  0.064
H  -1.249  -1.318  -3.170  -0.016
O  2.025  -4.419  -0.900  -0.069
H  2.986  -4.401  -0.967  0.043
H  1.736  -4.067  -0.044  0.022
O  -2.522  -0.754  3.111  -0.044
H  -3.465  -0.542  3.043  0.055
H  -4.656  1.461  -0.015  0.021

No. 2
Computed, not measured: a molecular structure, C25H72F2KN3O15S2 at a distorted geometry, with wB97M-V/def2-TZVPD.

Frontier orbital gap: 7.4450 eV
Calculated total energy: -105702.31172 eV
HOMO: -0.3244 Eh
LUMO energy: -1.4 eV

Each line ends with the Löwdin charge.
Atoms and positions in Å:
K  0.244  -3.184  -2.781  0.874
N  -0.039  -0.741  -1.597  -0.339
S  0.695  -0.499  -0.245  0.431
O  -0.052  0.235  0.722  -0.235
O  2.125  -0.419  -0.255  -0.255
F  0.424  -2.025  0.346  -0.220
S  0.269  0.909  -2.091  0.576
O  1.523  1.236  -2.704  -0.222
O  -0.445  1.932  -1.350  -0.245
F  -0.676  0.781  -3.339  -0.153
C  1.836  3.609  1.384  -0.051
C  2.232  3.389  -0.082  -0.323
O  3.557  3.723  -0.477  -0.064
H  0.854  3.173  1.568  0.062
H  1.765  4.695  1.453  0.073
H  2.571  3.263  2.110  0.072
H  1.512  3.825  -0.775  0.089
H  2.206  2.311  -0.241  0.071
H  3.415  3.892  -1.411  0.077
C  -4.371  -1.299  0.043  -0.081
C  -2.917  -1.379  -0.230  -0.304
O  -2.575  -0.599  -1.381  -0.113
H  -4.638  -1.883  0.924  0.077
H  -4.896  -1.745  -0.802  0.082
H  -4.728  -0.277  0.169  0.081
H  -2.511  -2.377  -0.391  0.113
H  -2.427  -1.047  0.685  0.092
H  -1.635  -0.751  -1.506  -0.040
C  5.710  0.405  0.576  -0.092
C  6.736  0.623  -0.513  -0.322
O  7.115  -0.518  -1.262  -0.098
H  5.904  -0.420  1.261  0.071
H  4.728  0.297  0.115  0.052
H  5.606  1.246  1.261  0.071
H  7.652  1.005  -0.060  0.104
H  6.407  1.380  -1.225  0.105
H  6.356  -1.000  -1.598  -0.006
C  2.536  -4.915  0.766  -0.087
C  3.134  -4.702  -0.568  -0.307
O  2.103  -4.979  -1.509  -0.145
H  2.302  -5.968  0.922  0.079
H  1.575  -4.410  0.859  0.064
H  3.127  -4.548  1.606  0.085
H  4.039  -5.288  -0.726  0.123
H  3.573  -3.704  -0.585  0.111
H  2.024  -5.934  -1.576  0.092
C  -5.053  2.367  -4.377  -0.089
C  -3.957  2.177  -3.339  -0.315
O  -3.749  0.780  -3.362  -0.096
H  -5.921  1.735  -4.191  0.080
H  -4.664  2.213  -5.384  0.068
H  -5.265  3.435  -4.435  0.066
H  -4.422  2.506  -2.409  0.103
H  -3.012  2.695  -3.503  0.088
H  -3.448  0.444  -2.515  0.020
C  -1.899  -0.446  3.635  -0.056
C  -3.461  -0.112  3.561  -0.289
O  -4.032  -0.731  4.664  -0.073
H  -1.259  0.181  3.015  0.050
H  -1.719  -1.461  3.280  0.033
H  -1.421  -0.450  4.615  0.069
H  -3.940  -0.480  2.653  0.079
H  -3.637  0.964  3.572  0.100
H  -4.704  -0.125  4.985  0.085
C  4.088  -1.917  -2.956  -0.749
O  4.990  -1.743  -2.138  0.062
N  2.879  -1.619  -2.808  0.161
N  4.263  -2.285  -4.183  0.183
H  2.649  -1.080  -1.985  0.066
H  2.442  -1.438  -3.701  0.108
H  3.475  -2.312  -4.813  0.113
H  5.181  -2.551  -4.509  0.137
C  -3.691  2.946  1.015  -0.041
C  -2.870  3.957  0.185  -0.533
C  -3.188  5.372  0.577  -0.044
O  -1.551  3.730  0.481  -0.058
H  -4.729  3.020  0.690  0.075
H  -3.673  3.235  2.066  0.076
H  -3.318  1.925  0.939  0.066
H  -2.948  3.731  -0.878  0.109
H  -4.251  5.559  0.733  0.081
H  -2.732  6.104  -0.089  0.075
H  -2.728  5.557  1.548  0.087
H  -1.193  2.970  0.016  0.037
C  -0.697  5.237  -2.515  -0.023
C  -0.575  4.574  -3.931  -0.446
C  -1.793  4.839  -4.872  -0.043
O  0.620  5.042  -4.567  -0.065
H  0.190  5.106  -1.894  0.064
H  -1.620  4.882  -2.057  0.052
H  -0.733  6.323  -2.596  0.083
H  -0.368  3.520  -3.743  0.102
H  -1.913  4.016  -5.576  0.073
H  -1.650  5.780  -5.404  0.081
H  -2.674  4.897  -4.232  0.062
H  0.700  4.552  -5.389  0.081
C  -1.467  -4.232  2.998  -0.057
C  -1.216  -5.674  2.522  -0.471
C  -1.844  -6.656  3.477  -0.064
O  -1.784  -5.844  1.224  -0.065
H  -2.456  -4.070  3.426  0.088
H  -1.269  -3.375  2.354  0.052
H  -0.739  -4.070  3.793  0.068
H  -0.157  -5.900  2.396  0.128
H  -2.914  -6.773  3.307  0.086
H  -1.745  -6.455  4.544  0.080
H  -1.315  -7.609  3.463  0.078
H  -2.711  -5.605  1.301  0.079
C  3.236  -0.696  3.113  -0.043
C  2.643  -1.614  4.168  -0.494
C  1.177  -1.878  4.047  -0.053
O  3.322  -2.871  4.148  -0.054
H  2.690  0.248  3.133  0.082
H  2.986  -1.097  2.131  0.067
H  4.267  -0.360  3.224  0.079
H  2.940  -1.094  5.079  0.132
H  0.923  -2.569  3.243  0.069
H  0.657  -0.960  3.775  0.065
H  0.914  -2.293  5.020  0.093
H  2.899  -3.489  4.748  0.079

Which of these has the highest HOMO?
H41O21

Which value of LUMO energy does entry 2 give?
-1.4 eV

Look up the frontier orbital gap of the first one.
9.4427 eV

Look up the HOMO of the first one.
-0.2704 Eh